Density functional theory data (ωB97M-V/def2-TZVPD) for 2 unconnected molecules or ions with the total composition CH3IOS2 in a non-equilibrium geometry.

Bonds (Å) are listed after each position.
Atoms and positions in Å:
1 C 1.13576 -0.35255 0.64242  S4 1.638, H6 1.110, H7 1.201
2 O -1.50135 -0.45608 -1.02036  I5 1.917, H8 1.047
3 S 0.83822 2.08595 -1.08791  S4 1.977
4 S 1.41320 1.26184 0.61509  C1 1.638, S3 1.977
5 I -2.73421 -1.23797 0.22231  O2 1.917
6 H 1.56944 -0.94734 1.47368  C1 1.110
7 H 0.36916 -0.79734 -0.16867  C1 1.201
8 H -1.09022 0.44350 -0.67657  O2 1.047

Calculated values
**Multiplicity**: 1
**Relative energy (zero: lowest compared OMol25 entry of this formula, charge and spin)**: 2.2536 eV
**LUMO level (spin up / spin down)**: -1.31 / -1.31 eV
**Frontier orbital gap (spin up / spin down)**: 7.78 / 7.78 eV
**HOMO level (spin up / spin down)**: -9.1 / -9.1 eV
**Energy**: -1209.1103 Eh

---

Density functional theory data (ωB97M-V/def2-TZVPD) for a single C3H6N2O molecule.

Bonds (Å) are listed after each position.
Atoms and positions in Å:
1 C 1.60968 -0.54764 -0.00265  N2 1.445, H7 1.099, H8 1.092, H9 1.096
2 N 0.53886 0.42162 0.02899  C1 1.445, C3 1.362, H10 1.011
3 C -0.75304 0.06379 -0.21304  N2 1.362, N4 1.280, C5 1.506
4 N -1.23368 -0.94633 -0.83432  C3 1.280, H11 1.021
5 C -1.75785 1.01466 0.38321  C3 1.506, O6 1.209, H12 1.104
6 O -1.43259 1.98506 1.02742  C5 1.209
7 H 1.32993 -1.46383 0.53667  C1 1.099
8 H 2.48880 -0.11623 0.47969  C1 1.092
9 H 1.88630 -0.81971 -1.02773  C1 1.096
10 H 0.63050 1.22714 0.63285  N2 1.011
11 H -0.49866 -1.54613 -1.21280  N4 1.021
12 H -2.80824 0.72760 0.20172  C5 1.104

Calculated values
**Multiplicity**: 1
**Relative energy (zero: lowest compared OMol25 entry of this formula, charge and spin)**: 1.2497 eV
**LUMO level**: 0.29 eV
**Frontier orbital gap**: 9.81 eV
**HOMO level**: -9.5 eV
**SMILES**: [H]/N=C(/C=O)NC
**Energy**: -302.6472 Eh

---

Density functional theory data (ωB97M-V/def2-TZVPD) for a single C4H3I molecule in a non-equilibrium geometry.

Bonds (Å) are listed after each position.
Atoms and positions in Å:
1 C -1.02206 -0.32636 0.09652  C2 1.194, C3 1.540
2 C -2.15008 -0.68298 -0.06474  C1 1.194, H7 1.049
3 C 0.16521 0.62236 0.34696  C1 1.540, C4 1.302, H6 1.150
4 C 1.23351 0.47722 -0.38345  C3 1.302, I5 2.375, H8 1.146
5 I 3.55110 0.22991 0.07123  C4 2.375
6 H 0.02079 1.27432 1.28349  C3 1.150
7 H -3.06248 -1.15543 -0.27814  C2 1.049
8 H 1.26399 -0.43904 -1.07187  C4 1.146

Calculated values
**Multiplicity**: 1
**Relative energy (zero: lowest compared OMol25 entry of this formula, charge and spin)**: 1.7881 eV
**LUMO level**: -1.16 eV
**Frontier orbital gap**: 8.30 eV
**HOMO level**: -9.5 eV
**SMILES**: C#C/C=C/I
**Energy**: -451.7488 Eh

---

Density functional theory data (ωB97M-V/def2-TZVPD) for 2 unconnected molecules or ions with the total composition C3H10NOS2.

Bonds (Å) are listed after each position.
Atoms and positions in Å:
1 N -0.69691 1.64570 -2.00152  C2 1.499, H4 1.012, H5 1.005
2 C -1.43335 1.99792 -0.74404  N1 1.499, O3 1.339, H6 1.109, H7 1.120
3 O -2.31997 1.06848 -0.36510  C2 1.339
4 H -1.04730 2.18494 -2.78315  N1 1.012
5 H -0.88537 0.66923 -2.14666  N1 1.005
6 H -0.66103 2.17293 0.03166  C2 1.109
7 H -1.90734 2.99232 -0.94768  C2 1.120
8 C 2.11793 0.65956 -0.01089  S9 1.814, H12 1.083, H13 1.087, H14 1.087
9 S 1.41832 -0.33344 1.33683  C8 1.814, S10 2.056
10 S 0.54019 -1.89256 0.32362  S9 2.056, C11 1.821
11 C -1.22792 -1.45716 0.33890  S10 1.821, H15 1.121, H16 1.086, H17 1.084
12 H 2.72977 0.03556 -0.64996  C8 1.083
13 H 1.33875 1.13810 -0.59818  C8 1.087
14 H 2.73650 1.39779 0.49350  C8 1.087
15 H -1.38295 -0.37017 0.11080  C11 1.121
16 H -1.65140 -2.01210 -0.49280  C11 1.086
17 H -1.67725 -1.74739 1.28152  C11 1.084

Calculated values
**Multiplicity**: 1
**Relative energy (zero: lowest compared OMol25 entry of this formula, charge and spin)**: 1.8489 eV
**LUMO level**: 3.34 eV
**Frontier orbital gap**: 6.20 eV
**Charge**: -1
**HOMO level**: -2.9 eV
**Energy**: -1046.6676 Eh

---

Density functional theory data (ωB97M-V/def2-TZVPD) for 10 unconnected molecules or ions with the total composition C9H36N9O12 in a non-equilibrium geometry.

Bonds (Å) are listed after each position.
Atoms and positions in Å:
1 O 0.75128 2.02938 0.54689  C2 1.388, H5 0.960
2 C 0.55953 0.66982 0.74972  O1 1.388, O3 1.238, O4 1.201
3 O 0.15887 0.10663 -0.27759  C2 1.238
4 O 0.77537 0.08891 1.77835  C2 1.201
5 H 0.31293 2.07948 -0.30572  O1 0.960
6 C 6.72658 0.17643 7.51092  O7 1.213, N8 1.296, N9 1.279
7 O 7.13589 -0.75974 6.85675  C6 1.213
8 N 5.56212 0.72029 7.34138  C6 1.296, H10 1.010, H11 1.010
9 N 7.46832 0.81772 8.33265  C6 1.279, H12 1.010, H13 1.010
10 H 5.18479 1.33226 8.05076  N8 1.010
11 H 4.93003 0.15259 6.79523  N8 1.010
12 H 8.41635 0.80190 7.98468  N9 1.010
13 H 7.09149 1.69134 8.67159  N9 1.010
14 C 4.44132 -4.94220 1.44337  O15 1.234, N16 1.228, N17 1.276
15 O 5.18623 -5.92069 1.54867  C14 1.234
16 N 3.80634 -4.67702 0.42641  C14 1.228, H18 1.010, H19 1.010
17 N 4.30378 -4.19041 2.46459  C14 1.276, H20 1.010, H21 1.010
18 H 4.08930 -5.32570 -0.29419  N16 1.010
19 H 3.30390 -3.80641 0.32797  N16 1.010
20 H 3.57248 -3.49690 2.39864  N17 1.010
21 H 4.79224 -4.22958 3.34775  N17 1.010
22 C -3.23210 -2.99665 -5.27232  O23 1.232, N24 1.276, N25 1.332
23 O -3.74430 -3.47964 -6.28301  C22 1.232
24 N -2.78313 -1.81384 -5.10379  C22 1.276, H26 1.010, H27 1.010
25 N -3.00078 -3.70764 -4.16993  C22 1.332, H28 1.010, H29 1.010
26 H -2.26815 -1.61598 -4.25777  N24 1.010
27 H -2.62944 -1.31841 -5.97041  N24 1.010
28 H -2.38166 -3.28080 -3.49569  N25 1.010
29 H -3.25179 -4.68550 -4.19979  N25 1.010
30 C 4.65827 0.61463 -5.72249  O31 1.161, N32 1.353, N33 1.293
31 O 3.73029 0.47950 -6.40623  C30 1.161
32 N 4.63035 0.33412 -4.39962  C30 1.353, H34 1.010, H35 1.010
33 N 5.77274 1.09827 -6.16626  C30 1.293, H36 1.010, H37 1.010
34 H 3.72936 -0.01280 -4.10304  N32 1.010
35 H 5.55272 0.33206 -3.98812  N32 1.010
36 H 5.91901 1.26328 -7.15190  N33 1.010
37 H 6.53927 0.84300 -5.56014  N33 1.010
38 C -8.43009 0.23535 -2.47294  C39 1.553, H44 1.090, H45 1.090, H46 1.090
39 C -7.97587 1.71303 -2.32792  C38 1.553, C40 1.568, N43 1.411, H47 1.090
40 C -6.97309 1.93488 -1.14249  C39 1.568, O41 1.438, H48 1.090, H49 1.090
41 O -6.47390 3.28357 -1.16397  C40 1.438, C42 1.454
42 C -5.71430 3.78769 -0.03068  O41 1.454, H50 1.090, H51 1.090, H52 1.090
43 N -7.44716 2.21987 -3.53344  C39 1.411, H53 1.010, H54 1.010
44 H -8.77654 -0.06310 -3.46238  C38 1.090
45 H -9.17001 0.15585 -1.67651  C38 1.090
46 H -7.59172 -0.43019 -2.26737  C38 1.090
47 H -8.82871 2.32283 -2.02974  C39 1.090
48 H -6.10368 1.27745 -1.14288  C40 1.090
49 H -7.41959 1.66765 -0.18472  C40 1.090
50 H -6.43289 4.01349 0.75719  C42 1.090
51 H -5.06444 4.62768 -0.27603  C42 1.090
52 H -5.08344 2.95924 0.29150  C42 1.090
53 H -6.57670 1.73450 -3.69711  N43 1.010
54 H -7.16183 3.17067 -3.34727  N43 1.010
55 O 4.02841 4.65994 3.16441  H56 0.957, H57 0.957
56 H 3.11732 4.48114 2.93161  O55 0.957
57 H 4.24627 3.99034 3.81280  O55 0.957
58 O -3.85373 -3.76859 1.80222  H59 0.957, H60 0.957
59 H -3.13901 -3.18203 1.55452  O58 0.957
60 H -4.01457 -3.57430 2.72559  O58 0.957
61 O 6.01753 4.11596 -1.34186  H62 0.957, H63 0.957
62 H 5.75844 4.60181 -0.55888  O61 0.957
63 H 5.19823 3.96677 -1.81379  O61 0.957
64 O -0.61019 -2.06100 7.57036  H65 0.957, H66 0.957
65 H -0.41679 -2.03346 6.63330  O64 0.957
66 H -0.91784 -1.17868 7.77793  O64 0.957

Calculated values
**Multiplicity**: 1
**Relative energy (zero: lowest compared OMol25 entry of this formula, charge and spin)**: 0.6353 eV
**LUMO level**: 1.80 eV
**Frontier orbital gap**: 6.56 eV
**Charge**: -1
**HOMO level**: -4.8 eV
**Energy**: -1760.2913 Eh

---

Density functional theory data (ωB97M-V/def2-TZVPD) for 2 unconnected molecules or ions with the total composition C2HNO4 in a non-equilibrium geometry.

Bonds (Å) are listed after each position.
Atoms and positions in Å:
1 C 1.27808 -1.67658 -0.08613  C2 1.465, O5 1.130, O7 1.312
2 C 0.89441 -0.26652 -0.18811  C1 1.465, N3 1.496, O7 1.459
3 N 1.94343 0.80036 -0.16479  C2 1.496, O4 1.206, O6 1.188
4 O 3.05808 0.34176 -0.11228  N3 1.206
5 O 1.63224 -2.62330 -0.59234  C1 1.130
6 O 1.55880 1.92455 -0.17988  N3 1.188
7 O 0.85649 -1.09568 1.01194  C1 1.312, C2 1.459
8 H -0.39390 0.40185 -0.65665  no bonds

Calculated values
**Multiplicity**: 1
**Relative energy (zero: lowest compared OMol25 entry of this formula, charge and spin)**: 5.6743 eV
**LUMO level**: -0.57 eV
**Frontier orbital gap**: 10.64 eV
**HOMO level**: -11.2 eV
**Energy**: -432.3045 Eh